ORCA calculation (ωB97M-V/def2-TZVPD) on a structure of composition C60H44ClN5O6P2SY at a distorted geometry.

Values from the calculation:
Relative energy (zero: lowest compared OMol25 entry of this formula, charge and spin) in kcal per mole: 245.3
HOMO-LUMO gap in eV: 6.354
Highest occupied orbital energy in eV: -4.8

Structure (ORCA input):
```
! wB97M-V def2-TZVPD RIJCOSX def2/J DEFGRID3
* xyz -1 1
Y -0.13 -1.48 -0.19
C -0.09 -5.12 -2.71
O 0.73 -4.35 -3.60
C 1.72 -3.56 -3.12
C 2.77 -3.31 -3.98
C 3.85 -2.50 -3.62
C 3.86 -1.91 -2.38
C 2.80 -2.10 -1.48
C 2.89 -1.48 -0.17
N 1.97 -1.44 0.74
N 2.52 -1.04 1.96
C 1.87 -0.90 3.06
O 0.60 -0.97 3.44
C 2.70 -0.47 4.24
C 2.13 -0.41 5.51
C 2.90 -0.02 6.60
C 4.24 0.32 6.43
C 4.81 0.25 5.17
C 4.04 -0.14 4.08
C 1.71 -2.95 -1.83
O 0.76 -3.18 -0.98
H -0.62 -5.82 -3.36
H -0.80 -4.51 -2.17
H 0.52 -5.68 -2.00
H 2.73 -3.79 -4.95
H 4.67 -2.34 -4.31
H 4.69 -1.28 -2.08
H 3.86 -1.07 0.12
H 1.09 -0.67 5.64
H 2.44 0.02 7.58
H 4.83 0.63 7.28
H 5.85 0.51 5.03
H 4.48 -0.20 3.09
O -4.45 0.50 0.84
S -3.50 -0.26 0.00
C -2.70 1.14 -1.14
C -3.88 1.71 -1.63
C -3.92 2.62 -2.67
C -2.75 2.93 -3.33
C -1.56 2.40 -2.87
C -1.48 1.55 -1.76
P 0.25 1.28 -1.13
C 1.45 1.07 -2.51
C 1.19 0.66 -3.81
C 2.21 0.65 -4.76
C 3.49 1.05 -4.42
C 3.76 1.43 -3.11
C 2.76 1.42 -2.17
C 0.67 3.14 -0.80
C 0.77 4.67 0.77
C 1.10 6.01 0.19
C 1.31 6.24 -1.11
C 1.29 5.22 -2.17
C 1.03 3.91 -2.06
C -2.35 -1.26 1.08
C -2.91 -2.50 1.13
C -1.05 -3.86 1.83
C -0.20 -2.93 2.30
C -0.56 -1.56 2.79
C -1.16 -0.62 1.76
P -1.82 0.98 2.49
C -0.60 2.16 1.83
C -1.14 3.04 0.98
C -0.39 3.92 0.04
C 1.72 3.51 0.33
C 1.87 2.49 1.41
C 0.84 1.93 2.05
C -1.44 0.95 4.29
C -2.20 0.08 5.08
C -2.04 0.03 6.46
C -1.12 0.87 7.08
C -0.40 1.78 6.32
C -0.57 1.82 4.94
H -4.82 1.43 -1.16
H -4.87 3.05 -2.97
H -2.75 3.59 -4.19
H -0.66 2.65 -3.40
H 0.20 0.34 -4.09
H 1.99 0.32 -5.77
H 4.28 1.06 -5.17
H 4.76 1.73 -2.83
H 2.99 1.70 -1.15
H 0.64 4.74 1.85
H 1.14 6.85 0.87
H 1.53 7.25 -1.43
H 1.54 5.58 -3.16
H 1.12 3.35 -2.98
H -3.88 -2.64 0.65
H -0.71 -4.87 1.69
H 0.81 -3.25 2.51
H -1.25 -1.68 3.63
H -2.23 3.10 0.94
H -1.04 4.55 -0.55
H 2.68 3.84 -0.05
H 2.88 2.19 1.69
H 1.07 1.23 2.84
H -2.95 -0.55 4.61
H -2.63 -0.66 7.05
H -0.97 0.82 8.15
H 0.30 2.46 6.80
H -0.01 2.55 4.37
Cl -5.88 -1.13 -6.71
C -4.68 -1.27 -5.45
C -3.55 -0.48 -5.50
C -2.60 -0.61 -4.51
C -2.78 -1.51 -3.47
C -3.93 -2.30 -3.43
C -4.88 -2.18 -4.43
C -1.78 -1.66 -2.37
O -2.04 -2.43 -1.42
O -0.70 -0.98 -2.38
H -3.42 0.23 -6.31
H -1.71 0.02 -4.52
H -4.06 -2.99 -2.61
H -5.78 -2.79 -4.41
N -2.40 -3.70 1.52
C -3.32 -4.85 1.29
N -2.67 -5.94 1.57
C -3.24 -7.13 1.44
N -3.62 -8.22 1.37
*
```

=====

ORCA calculation (ωB97M-V/def2-TZVPD) on a structure of composition C60H45BrCuN9P.

Values from the calculation:
Relative energy (zero: lowest compared OMol25 entry of this formula, charge and spin) in kcal per mole: 25.4
HOMO-LUMO gap (spin up / spin down) in eV: 6.211 / 5.322
Highest occupied orbital energy (spin up / spin down) in eV: -6.8 / -6.9
<S²>: 0.812

Structure (ORCA input):
```
! wB97M-V def2-TZVPD RIJCOSX def2/J DEFGRID3
* xyz 0 2
Cu -1.69 0.12 -0.78
C 4.50 0.30 0.71
N 3.51 -0.21 -0.21
C 2.16 -0.01 -0.17
N 1.55 -0.60 -1.17
C 2.52 -1.23 -1.90
C 3.76 -1.01 -1.30
C 5.08 -1.57 -1.62
C 5.20 -2.94 -1.88
C 6.43 -3.50 -2.18
C 7.56 -2.70 -2.22
C 7.46 -1.34 -1.98
C 6.23 -0.78 -1.68
C 2.23 -1.98 -3.13
C 1.04 -2.68 -3.25
C 0.77 -3.41 -4.40
C 1.69 -3.45 -5.44
C 2.87 -2.72 -5.33
C 3.14 -1.99 -4.19
P 1.41 1.03 1.12
C 0.39 2.07 0.03
N -0.42 1.67 -0.94
C -0.87 2.80 -1.57
C -0.31 3.91 -0.97
N 0.48 3.43 0.05
C 1.29 4.24 0.93
C -0.38 5.32 -1.37
C -0.65 6.34 -0.47
C -0.69 7.66 -0.90
C -0.46 7.97 -2.23
C -0.21 6.95 -3.14
C -0.17 5.63 -2.72
C -1.86 2.78 -2.65
C -2.93 3.68 -2.60
C -3.88 3.68 -3.61
C -3.76 2.80 -4.68
C -2.70 1.91 -4.73
C -1.75 1.90 -3.72
C 0.19 -0.02 2.03
N -0.56 -1.12 1.70
C -1.57 -1.26 2.69
C -1.23 -0.39 3.73
N -0.21 0.39 3.25
C 0.34 1.53 3.95
C -1.60 -0.51 5.14
C -1.60 -1.80 5.69
C -1.90 -2.00 7.02
C -2.22 -0.92 7.83
C -2.24 0.36 7.30
C -1.94 0.56 5.96
C -2.79 -1.89 2.38
C -3.87 -1.99 3.27
C -5.14 -2.22 2.82
C -5.41 -2.34 1.42
C -4.41 -2.36 0.53
C -2.98 -2.23 0.93
H 4.01 0.55 1.66
H 5.27 -0.45 0.89
H 4.97 1.21 0.32
H 4.31 -3.55 -1.85
H 6.50 -4.56 -2.37
H 8.53 -3.14 -2.46
H 8.34 -0.71 -2.02
H 6.16 0.29 -1.51
H 0.31 -2.63 -2.46
H -0.17 -3.94 -4.47
H 1.48 -4.02 -6.33
H 3.58 -2.72 -6.15
H 4.05 -1.41 -4.12
H 1.59 5.14 0.40
H 0.74 4.54 1.82
H 2.18 3.69 1.23
H -0.89 6.11 0.56
H -0.91 8.45 -0.19
H -0.49 9.00 -2.56
H -0.03 7.18 -4.18
H 0.03 4.84 -3.42
H -3.03 4.36 -1.77
H -4.71 4.36 -3.55
H -4.50 2.81 -5.47
H -2.61 1.21 -5.55
H -0.93 1.19 -3.75
H 0.30 1.35 5.02
H 1.37 1.69 3.65
H -0.24 2.43 3.73
H -1.34 -2.64 5.05
H -1.89 -3.01 7.43
H -2.44 -1.07 8.88
H -2.50 1.20 7.92
H -2.00 1.56 5.54
H -3.71 -1.83 4.33
H -5.96 -2.27 3.53
H -6.44 -2.40 1.09
H -4.60 -2.45 -0.53
H -2.61 -1.33 0.37
Br -2.32 -1.30 -2.42
C -2.13 -3.41 0.50
C -2.74 -4.54 0.02
C -2.02 -5.66 -0.41
C -0.66 -5.66 -0.32
C 0.02 -4.56 0.25
C 1.42 -4.64 0.43
C 2.08 -3.65 1.10
C 1.38 -2.52 1.53
C 0.05 -2.34 1.23
C -0.71 -3.40 0.66
H -3.82 -4.55 -0.05
H -2.55 -6.51 -0.82
H -0.08 -6.51 -0.65
H 1.94 -5.52 0.08
H 3.14 -3.73 1.31
H 1.90 -1.78 2.12
N -2.44 0.91 0.85
C -3.00 1.93 1.00
N -3.70 2.95 1.27
C -3.50 4.23 1.18
N -3.39 5.38 1.15
*
```

=====

ORCA calculation (ωB97M-V/def2-TZVPD) on a structure of composition C60H46BiFGeNO3P3S2Te at a distorted geometry.

Values from the calculation:
Relative energy (zero: lowest compared OMol25 entry of this formula, charge and spin) in kcal per mole: 59.5
HOMO-LUMO gap in eV: 5.041
Highest occupied orbital energy in eV: -1.4

Structure (ORCA input):
```
! wB97M-V def2-TZVPD RIJCOSX def2/J DEFGRID3
* xyz -2 1
Bi -0.74 -0.78 0.78
F 3.89 4.54 -0.30
Ge 2.73 3.13 -0.32
C 4.17 1.82 0.09
C 5.38 2.45 0.45
C 6.55 1.73 0.63
C 6.55 0.36 0.42
C 5.37 -0.27 0.08
C 4.17 0.43 -0.06
P 2.63 -0.54 -0.52
C 2.62 -1.90 0.73
C 1.61 -2.87 0.68
C 1.52 -3.83 1.70
C 2.42 -3.85 2.75
C 3.38 -2.86 2.84
C 3.45 -1.89 1.85
C 3.41 -1.32 -2.01
C 3.55 -0.49 -3.12
C 4.14 -0.97 -4.29
C 4.61 -2.27 -4.36
C 4.48 -3.10 -3.24
C 3.88 -2.63 -2.08
C 1.86 3.99 1.22
C 1.88 5.39 1.21
C 1.52 6.12 2.33
C 1.15 5.44 3.49
C 1.08 4.06 3.48
C 1.41 3.31 2.35
P 0.90 1.51 2.32
C 1.87 0.96 3.86
C 1.66 -0.34 4.34
C 2.43 -0.88 5.36
C 3.48 -0.16 5.90
C 3.76 1.11 5.39
C 2.97 1.65 4.38
C -0.77 1.85 3.08
C -1.25 1.20 4.21
C -2.54 1.44 4.69
C -3.37 2.33 4.04
C -2.90 3.00 2.91
C -1.62 2.76 2.44
C 2.50 3.36 -2.30
C 3.46 4.20 -2.89
C 3.48 4.40 -4.26
C 2.55 3.78 -5.08
C 1.60 2.94 -4.51
C 1.56 2.72 -3.13
P 0.43 1.52 -2.30
C -0.24 0.58 -3.74
C -1.25 1.01 -4.61
C -1.66 0.21 -5.66
C -1.07 -1.04 -5.87
C -0.06 -1.47 -5.02
C 0.33 -0.67 -3.95
C -1.00 2.61 -1.87
C -0.89 3.97 -1.64
C -1.97 4.71 -1.17
C -3.19 4.09 -0.92
C -3.31 2.72 -1.13
C -2.22 1.98 -1.59
H 5.39 3.52 0.59
H 7.45 2.25 0.92
H 7.47 -0.21 0.52
H 5.38 -1.34 -0.08
H -0.37 -3.47 0.06
H 0.71 -4.54 1.66
H 2.33 -4.61 3.52
H 4.05 -2.81 3.69
H 4.17 -1.09 1.98
H 3.20 0.53 -3.08
H 4.23 -0.31 -5.15
H 5.06 -2.65 -5.27
H 4.84 -4.12 -3.29
H 3.77 -3.28 -1.23
H 2.21 5.91 0.32
H 1.54 7.20 2.30
H 0.88 5.99 4.38
H 0.74 3.55 4.37
H 0.87 -0.96 3.90
H 2.22 -1.89 5.70
H 4.09 -0.57 6.69
H 4.59 1.68 5.78
H 3.22 2.63 4.00
H -0.62 0.51 4.75
H -2.88 0.90 5.56
H -4.38 2.49 4.39
H -3.54 3.70 2.38
H -1.27 3.29 1.56
H 4.19 4.69 -2.27
H 4.24 5.05 -4.69
H 2.57 3.93 -6.15
H 0.89 2.44 -5.15
H -1.71 1.97 -4.46
H -2.45 0.55 -6.32
H -1.40 -1.66 -6.69
H 0.40 -2.44 -5.16
H 1.08 -1.04 -3.25
H 0.05 4.48 -1.81
H -1.86 5.77 -0.99
H -4.03 4.66 -0.55
H -4.24 2.21 -0.91
H -2.30 0.90 -1.68
O -1.77 -0.81 -1.75
N -2.75 -1.65 -1.69
C -2.86 -2.62 -2.63
C -3.87 -3.56 -2.56
C -4.77 -3.51 -1.49
C -4.65 -2.52 -0.55
C -3.65 -1.54 -0.65
S -3.42 -0.24 0.44
H -2.10 -2.59 -3.39
H -3.93 -4.32 -3.32
H -5.54 -4.26 -1.40
H -5.31 -2.46 0.30
O -0.74 1.33 0.14
O 0.32 2.12 0.52
Te -1.63 -2.28 2.90
S 0.73 -2.97 -1.96
C 0.50 -2.92 -0.31
*
```